*i*
13
Properties=species:S:1:pos:R:3:nbo_charge:R:1 method="wB97M-V/def2-TZVPD" smiles="C[C@](F)(C=S)CCl" homo_energy_ev=-8.74
C -0.2240 2.4247 -0.1879 -0.6532
C -0.1026 0.7965 -0.0113 0.2405
F 0.0916 0.6662 1.2146 -0.3025
C 0.9142 -0.0327 -0.6754 -0.3581
S 2.2348 -0.7653 -0.0180 0.0983
C -1.4722 0.2716 -0.5499 -0.4273
Cl -1.6120 -1.3721 0.1146 -0.0595
H 0.3497 2.5121 -1.1951 0.2200
H -1.4725 2.7847 -0.2483 0.2402
H 0.5049 3.0740 0.6406 0.2565
H 1.0218 -0.5524 -1.7110 0.2625
H -1.8640 0.3299 -1.5490 0.2475
H -2.4115 0.6663 0.0172 0.2351



*ii*
13
Properties=species:S:1:pos:R:3:nbo_charge:R:1 method="wB97M-V/def2-TZVPD" smiles="FC/C=C(/Cl)CS" homo_energy_ev=-8.93
F -2.4251 0.2549 -0.1628 -0.3725
C -2.1167 -1.0866 0.0364 0.0349
C -0.6962 -1.3341 -0.1864 -0.3041
C 0.3152 -0.6330 0.2242 0.0558
Cl 1.9842 -1.0776 -0.1468 -0.0158
C 0.2666 0.7379 0.9627 -0.6079
S 0.4729 1.9809 -0.2767 -0.0100
H -2.4118 -1.3956 1.0084 0.1784
H -2.6960 -1.6407 -0.7269 0.1784
H -0.5468 -2.3138 -0.4362 0.2179
H -0.7370 0.9206 1.4232 0.2487
H 1.1295 0.7025 1.6563 0.2517
H -0.8216 1.9505 -0.7590 0.1445



Decreasing stability: *ii*, *i*



*i*
10
Properties=species:S:1:pos:R:3:nbo_charge:R:1 method="wB97M-V/def2-TZVPD" smiles="CC(F)(F)[N+](=O)[O-]" homo_energy_ev=-11.56
C -0.0251 -0.0554 -0.0162 -0.6451
C -0.4731 -1.1215 -1.2496 0.7859
F 0.4740 -1.8580 -1.7340 -0.2797
F -1.4581 -1.9554 -0.8790 -0.3098
N -1.0714 -0.1331 -2.3490 0.4682
O -2.0714 0.5352 -2.0800 -0.3628
O -0.4623 -0.0720 -3.3939 -0.3353
H 0.8034 0.4714 -0.2394 0.2225
H -0.7591 0.5822 0.2909 0.2348
H 0.2980 -0.5632 0.7859 0.2213



*ii*
10
Properties=species:S:1:pos:R:3:nbo_charge:R:1 method="wB97M-V/def2-TZVPD" homo_energy_ev="-9.93 / -9.93"
C -1.6219 0.0122 -0.0095 -0.4948
C 0.7147 -0.6034 -0.0067 0.7592
N 1.3327 0.6995 0.0280 0.4336
O 1.4799 1.2508 -1.0391 -0.3556
O 1.5668 1.1570 1.1236 -0.3555
F 0.9034 -1.3647 1.0564 -0.2952
F 0.8821 -1.2817 -1.1310 -0.2978
H -1.8079 -0.1984 -1.0438 0.2031
H -1.9373 -0.7054 0.7237 0.2014
H -1.5126 1.0340 0.2985 0.2017



Decreasing stability: *i*, *ii*



*i*
15
Properties=species:S:1:pos:R:3:lowdin_spin:R:1 method="wB97M-V/def2-TZVPD" s_squared=0.75 total_charge=-1 homo_energy_ev="0.46 / -3.78" multiplicity=2
C 0.1505 -0.7382 0.2311 0.0295
S -1.0456 -1.3253 1.4962 0.4164
S -2.6050 0.0691 1.2465 0.4957
H -0.0574 -1.3347 -0.6686 0.0029
H -0.0652 0.3098 0.0481 0.0032
H 1.1545 -1.0011 0.5312 0.0133
H -1.8388 1.1501 1.4546 0.0333
N 1.5030 0.6363 -2.7422 0.0001
C 2.6379 1.1787 -2.1066 0.0001
O 2.5632 1.2396 -0.6622 0.0031
H 0.7331 1.2495 -2.8662 0.0011
H 1.3374 -0.3494 -2.6645 0.0005
H 2.6072 2.2438 -2.3514 0.0001
H 3.5589 0.6566 -2.3750 0.0002
H 2.9415 0.4498 -0.2528 0.0006



*ii*
15
Properties=species:S:1:pos:R:3:lowdin_spin:R:1 method="wB97M-V/def2-TZVPD" s_squared=0.75 total_charge=-1 homo_energy_ev="-0.73 / -2.27" multiplicity=2
C 0.7095 2.0151 -0.8241 0.1471
S 1.7916 2.5759 0.5582 0.3524
S 2.3336 1.9749 2.5495 0.4315
H 0.4143 0.9507 -0.6566 0.0059
H 1.2145 1.7457 -1.8582 0.0260
H -0.1374 2.6896 -1.0012 0.0117
H 2.1054 0.7098 2.3540 0.0193
N -1.9485 -2.1409 0.0005 0.0001
C -1.1132 -0.9862 -0.1859 0.0019
O 0.2385 -1.3051 -0.5955 0.0020
H -1.7573 -2.7608 -0.7277 0.0000
H -1.7302 -2.6042 0.8443 0.0001
H -1.4531 -0.5106 -1.0894 0.0011
H -1.0967 -0.2571 0.6546 0.0007
H 0.4289 -2.0969 -0.0222 0.0001



Decreasing stability: *i*, *ii*



*i*
10
Properties=species:S:1:pos:R:3:nbo_charge:R:1 method="wB97M-V/def2-TZVPD" homo_energy_ev=-11.17
C 0.3817 0.4969 -0.5418 -0.1467
C 0.1670 -0.5514 0.5035 0.5061
O -0.0468 0.0872 -1.8017 -0.7002
O 0.3697 -0.3172 1.7708 -0.6076
F -1.7644 -0.6633 0.4062 -0.6452
H -0.1016 1.4386 -0.2342 0.1857
H 1.4651 0.6710 -0.6177 0.2057
H 0.3135 -1.5882 0.2211 0.2026
H -0.9751 -0.1780 -1.7223 0.4996
H 0.1908 0.6044 2.0159 0.5000



*ii*
10
Properties=species:S:1:pos:R:3:nbo_charge:R:1 method="wB97M-V/def2-TZVPD" homo_energy_ev=-10.08
C -0.7278 -0.2577 -0.3139 -0.2745
C 1.3271 -1.0806 -0.2950 0.5004
O 1.1366 1.8127 2.1656 -0.9731
O 0.2774 -0.9314 -0.9946 -0.4840
F 2.1470 -2.0091 -0.8320 -0.3478
H -0.5480 -0.0115 0.7558 0.2030
H -1.7514 -0.8159 -0.2996 0.2066
H -0.9049 0.6819 -0.7890 0.2010
H 1.0515 0.9219 1.7854 0.4852
H 1.8027 1.9200 2.8570 0.4833



Decreasing stability: *i*, *ii*



*i*
14
Properties=species:S:1:pos:R:3:nbo_charge:R:1 method="wB97M-V/def2-TZVPD" homo_energy_ev=-6.91
C 0.1476 0.6323 0.8960 -0.1093
C 0.9975 0.8605 -0.3234 -0.2777
C -0.9954 -1.2296 -0.0063 -0.1239
C -1.0077 -0.1517 -0.9833 -0.3236
C 2.0450 0.0499 -0.4652 0.1892
O -1.1909 0.1579 0.4688 -0.3441
F 2.3642 -0.9136 0.4806 -0.3772
H 0.1296 1.6183 1.3458 0.2118
H 0.5268 -0.1006 1.6041 0.2139
H 0.9141 1.7886 -0.8264 0.2362
H -1.8844 -1.7587 0.2719 0.1845
H -0.0901 -1.6087 0.3857 0.1809
H -1.9094 -0.0996 -1.5645 0.1579
H 2.7776 -0.1126 -1.2893 0.1814



*ii*
14
Properties=species:S:1:pos:R:3:nbo_charge:R:1 method="wB97M-V/def2-TZVPD" homo_energy_ev="-7.05 / -7.19"
C 0.5013 2.2888 2.4723 -0.4126
C 1.0013 1.2363 2.8554 0.4327
C 1.6882 -0.9050 0.3153 -0.3169
C -0.4863 -0.5065 -0.4675 0.1641
C -0.2940 0.1635 -1.7901 -0.7035
O 0.3818 -0.9384 0.2763 -0.2984
F 1.4736 0.3893 3.6749 -0.2575
H 0.3153 2.8015 1.5999 0.2256
H 2.0961 -1.5802 1.0407 0.1762
H 2.3200 -0.5444 -0.6181 0.1610
H -1.5427 -0.7102 -0.2464 0.1542
H 0.4193 0.8839 -1.5446 0.2188
H -1.2200 0.7066 -2.2221 0.2316
H 0.0642 -0.5184 -2.5710 0.2246



Decreasing stability: *i*, *ii*



*i*
53
Properties=species:S:1:pos:R:3:nbo_charge:R:1 method="wB97M-V/def2-TZVPD" homo_energy_ev=-9.26
C -0.4040 -0.9107 1.1784 -0.2306
C -0.1659 -0.0207 -0.0188 -0.4192
C -1.3458 0.6038 -0.7239 -0.4543
C -1.9994 2.9888 -0.2161 -0.3962
C -2.1004 1.6840 -0.0115 -0.1885
N -1.1954 -2.0981 0.8649 -0.8669
H 0.5216 -1.0221 1.7547 0.2058
H -0.9758 -0.3862 1.9474 0.1801
H 0.3204 -0.7181 -0.7167 0.2154
H 0.7074 0.6218 0.0458 0.2252
H -1.1097 0.9922 -1.7156 0.2236
H -2.1093 -0.1678 -0.8772 0.2017
H -2.3914 3.7384 0.4567 0.2025
H -1.3897 3.3546 -1.0404 0.1865
H -2.7530 1.3870 0.8082 0.2018
H -1.0007 -2.9227 1.4330 0.3817
H -1.0400 -2.3869 -0.1028 0.3774
H 3.0989 1.2940 1.7058 0.4881
H 4.3212 0.6125 2.2994 0.4552
O 3.4126 0.8341 2.5003 -0.9776
H -1.8367 1.4754 2.8967 0.5194
H -0.7824 2.3226 3.6569 0.4721
O -1.1101 2.1718 2.7741 -0.9950
H 2.7587 -2.8053 -1.9339 0.4558
H 1.5383 -3.5943 -2.3976 0.5116
O 2.2674 -3.6119 -1.7216 -0.9872
H 3.7223 -0.2834 -0.9436 0.5002
H 3.5950 1.2664 -0.9344 0.5079
O 3.5622 0.4789 -1.5431 -1.0060
H -3.6671 -0.1028 2.0877 0.5118
H -4.1988 0.6913 3.2996 0.4773
O -3.5420 0.7159 2.6348 -0.9984
H -0.6881 -3.1692 -3.6727 0.4904
H 0.5872 -2.1826 -3.7007 0.5181
O 0.2515 -3.0739 -3.4726 -0.9888
H 2.5673 -0.0937 -2.8386 0.5151
H 2.0826 0.0679 -4.2855 0.4707
O 2.0167 -0.5458 -3.5335 -1.0118
H 1.8582 2.6016 0.5733 0.5255
H 3.2724 3.1527 0.4673 0.4862
O 2.7877 2.2992 0.3811 -0.9970
H -4.0812 -2.4283 1.7747 0.4873
H -2.9229 -1.7509 0.8756 0.5123
O -3.8430 -1.6179 1.2537 -1.0266
H 3.8513 -2.7961 -0.6755 0.4930
H 4.3766 -2.0545 0.5851 0.4803
O 4.4452 -2.0741 -0.3828 -0.9636
H -4.1834 -0.3103 -0.4370 0.4728
H -5.2866 -1.3351 -0.7633 0.4743
O -4.6664 -0.7038 -1.1479 -0.9447
H -0.0811 3.0159 1.3910 0.5272
H 0.5620 4.3909 1.6559 0.4836
O 0.5952 3.6424 1.0769 -0.9854



*ii*
53
Properties=species:S:1:pos:R:3:nbo_charge:R:1 method="wB97M-V/def2-TZVPD" homo_energy_ev=-9.26
C 2.4421 -0.6416 2.6044 -0.6522
C 2.6920 0.3079 1.4426 -0.0397
C 2.8584 1.7445 2.0697 -0.4575
C 2.6141 2.8659 1.0860 -0.1653
C 1.7016 3.7823 1.3704 -0.4085
N 1.6780 0.2348 0.4065 -0.8653
H 2.0391 -1.5436 2.1019 0.2165
H 3.2793 -0.8829 3.2450 0.2266
H 1.5498 -0.5297 3.2198 0.2171
H 3.6587 0.0100 1.0281 0.1744
H 3.9342 1.7520 2.2874 0.2103
H 2.2682 1.9067 2.9635 0.2032
H 3.1406 2.7438 0.1472 0.2007
H 1.4925 4.6948 0.8272 0.1984
H 1.2352 3.8320 2.3509 0.1840
H 1.9354 0.7339 -0.4332 0.3579
H 0.8400 0.7111 0.7260 0.3826
H 3.1703 1.2267 -3.6310 0.4654
H 1.8915 1.1892 -2.8783 0.4701
O 2.4783 1.8178 -3.3132 -0.9345
H -0.8039 -0.8062 -2.6706 0.4951
H -0.1603 0.1263 -3.6877 0.4920
O -0.1268 -0.1309 -2.7558 -0.9830
H -1.1084 1.1725 2.9567 0.5076
H -1.5208 2.3594 3.7660 0.4818
O -1.6073 2.0047 2.8745 -0.9887
H -3.1349 -2.7649 1.5318 0.4810
H -1.9827 -2.5448 0.7051 0.4713
O -2.2449 -3.1338 1.4212 -0.9463
H -1.4872 -0.7787 -0.4816 0.4763
H -2.5042 0.1540 0.0883 0.5086
O -2.4230 -0.7083 -0.2693 -0.9769
H 3.3047 -1.4970 -1.5722 0.4505
H 3.1996 -2.1841 -0.3237 0.4640
O 2.7735 -2.2113 -1.1926 -0.9123
H 0.1145 -2.8943 -3.9563 0.4652
H 0.5420 -1.9852 -2.8166 0.4839
O 0.1437 -2.8492 -3.0014 -0.9563
H -0.8368 2.0530 -0.5552 0.4856
H -1.2100 2.1356 1.0104 0.5146
O -0.8751 1.5967 0.2836 -0.9938
H -2.2157 -3.4510 -1.9942 0.4816
H -2.9747 -2.2270 -1.3668 0.4859
O -3.0073 -2.9156 -2.0414 -0.9746
H 0.0663 -0.7278 2.1615 0.4832
H -1.3108 -1.4894 2.4312 0.5174
O -0.7317 -0.7640 2.6963 -1.0005
H -3.2869 0.2691 2.7207 0.4956
H -4.5396 -0.2503 1.8848 0.4782
O -3.6454 -0.4324 2.1681 -0.9741
H -1.5853 1.4635 -3.4150 0.4800
H -2.6270 0.4757 -4.1199 0.4836
O -2.0750 1.2530 -4.2097 -0.9610



*iii*
53
Properties=species:S:1:pos:R:3:nbo_charge:R:1 method="wB97M-V/def2-TZVPD" homo_energy_ev=-8.67
C -3.1335 0.9135 1.7465 -0.6366
C -2.5747 1.6318 0.5133 -0.4263
C -1.0667 1.2638 0.3082 -0.4164
C -0.2116 2.2651 0.1376 0.0531
N 1.1816 2.0472 0.1656 -0.6441
C 2.0364 3.1434 0.6365 -0.4120
H -3.3555 -0.1618 1.7594 0.2002
H -2.6113 1.1560 2.6497 0.2147
H -4.1837 1.1538 2.0429 0.2233
H -2.7175 2.6912 0.7557 0.2104
H -2.9334 1.4436 -0.4979 0.2275
H -0.8978 0.2033 0.1550 0.2322
H -0.3716 3.3522 0.1695 0.2063
H 1.4573 1.1825 0.6166 0.3942
H 2.4439 3.5698 -0.2892 0.1799
H 2.9070 2.9754 1.2628 0.2343
H 1.4375 3.9405 1.1098 0.1845
H -3.0553 -2.9550 -0.4115 0.4801
H -1.8782 -3.4421 0.4711 0.4954
O -2.8287 -3.3148 0.4625 -0.9713
H -1.2250 1.0759 -1.6712 0.4843
H -0.8120 1.3212 -3.2019 0.5000
O -1.5295 1.1240 -2.5908 -0.9926
H 3.6634 -1.4469 -1.3322 0.4571
H 2.3228 -0.8561 -1.5002 0.4904
O 3.2265 -0.6069 -1.1551 -0.9892
H 0.5137 3.0082 4.0473 0.4744
H 1.0093 1.5040 3.8802 0.4914
O 1.2397 2.4339 3.8173 -0.9654
H -2.0024 -3.0186 3.3144 0.4912
H -2.6560 -2.1221 2.3085 0.5040
O -1.8177 -2.2443 2.7783 -0.9654
H 0.9018 -2.3437 -0.9528 0.4998
H 0.2156 -1.8485 -2.2348 0.5112
O 1.0933 -1.8763 -1.7933 -1.0294
H 1.0559 1.4697 -2.2072 0.5029
H 1.7557 2.4423 -3.1006 0.4971
O 1.0865 1.7554 -3.1379 -0.9577
H 1.5441 -3.1747 0.6029 0.4780
H 0.6989 -2.3716 1.4837 0.5125
O 0.6087 -2.9519 0.6898 -0.9872
H 1.4985 0.4353 -3.9982 0.4877
H 1.7117 -1.0955 -4.1171 0.4700
O 1.5618 -0.2977 -4.6621 -0.9869
H -1.7206 -0.7212 -3.2020 0.5045
H -0.4104 -0.9664 -4.0132 0.4959
O -1.0546 -1.3944 -3.4092 -0.9949
H -0.5828 0.4770 2.2556 0.4907
H -0.8231 -0.8614 2.8884 0.5171
O -0.2809 -0.0478 3.0118 -0.9920
H 2.1246 -1.8154 3.4468 0.4861
H 1.1841 -0.6459 2.7114 0.5061
O 1.7773 -1.4460 2.6265 -1.0209



Decreasing stability: *i*, *iii*, *ii*